Molecular formula: C45H100F8N10NbO13P2S
Method: DFT, ωB97M-V/def2-TZVPD

Geometry as XYZ:
```
180
Properties=species:S:1:pos:R:3:forces:R:3
C 0.3866 -4.7592 0.5610 -0.52 0.62 -0.07
C 1.4434 -3.6569 0.4451 0.79 -0.87 0.07
C 1.7592 -2.9255 1.7522 -0.98 0.61 -0.36
C 1.0013 -1.5777 1.8335 0.81 -1.54 -0.16
N -0.3956 -1.7778 1.4468 -0.57 2.27 1.31
Nb -1.7899 -0.2359 1.2736 1.83 -2.64 -2.09
C -3.2295 -1.4271 2.6286 -0.28 0.70 -0.12
C -4.6785 -0.9907 2.4863 0.29 -0.03 -0.32
O -5.5993 -2.0595 2.2080 0.10 0.03 0.56
C -6.9089 -1.5943 2.2487 0.24 -0.49 -0.26
C -7.3567 -1.0059 0.8831 0.02 -0.58 -0.53
F -6.4005 -1.1909 -0.0650 -0.63 0.18 0.65
F -8.4547 -1.7363 0.4619 0.22 0.28 0.04
C -7.8535 0.4592 0.8615 -0.27 0.09 -0.13
F -8.9816 0.4931 1.6367 0.45 -0.07 -0.10
F -8.2268 0.8077 -0.4018 0.11 -0.17 0.55
C -6.9141 1.5865 1.3747 -0.22 0.76 -0.25
F -6.3560 1.2935 2.5688 -0.25 -0.10 -0.11
F -7.7285 2.6586 1.6008 0.12 -0.18 -0.03
C -5.7866 2.0426 0.3948 0.13 0.21 -0.18
F -6.1568 3.2200 -0.1823 -0.07 -0.10 -0.02
F -5.5929 1.1444 -0.5805 -0.03 0.11 0.06
C -0.5366 1.1024 -0.0829 -1.28 0.98 0.24
O -0.9531 2.4670 0.1516 0.13 -0.21 0.29
C -0.2227 3.4198 -0.5682 -0.08 0.27 -0.61
C -0.9042 3.8369 -1.9071 -0.23 -0.68 0.41
C -2.2495 3.1453 -2.1338 0.11 0.53 -0.22
P -2.8506 -1.3805 -0.7868 -0.79 0.37 0.22
C -3.4959 -3.0658 -0.3267 0.48 -0.02 -0.21
C -1.4501 -1.8203 -1.9336 -0.15 -0.45 0.16
C -1.8827 -1.6843 -3.3963 0.21 0.09 0.61
P -0.9261 1.0428 3.3937 0.30 0.41 0.07
O -0.9233 0.1575 4.7937 -0.17 0.24 -0.19
O -2.0010 2.2345 3.7192 -0.24 -0.18 0.43
S 0.8285 1.9014 3.1894 0.13 -0.12 0.03
H 0.5951 -5.6044 -0.0851 0.17 -0.18 -0.07
H 0.2318 -5.0902 1.5877 0.21 -0.17 0.15
H -0.5701 -4.3686 0.2240 -0.24 -0.08 0.00
H 1.1604 -2.9811 -0.3553 -0.10 0.31 0.01
H 2.3643 -4.1299 0.1169 0.15 0.01 -0.09
H 2.8251 -2.7571 1.8582 0.20 -0.02 0.09
H 1.4067 -3.5318 2.5871 0.20 -0.20 0.20
H 1.1102 -1.2133 2.8524 -0.09 0.40 0.07
H 1.5138 -0.9092 1.1514 -0.26 0.47 -0.10
H -0.7746 -2.5360 2.0059 -0.07 -0.34 -0.20
H -3.0642 1.0834 1.2068 -0.03 0.18 0.51
H -2.9177 -1.1702 3.6424 0.17 -0.15 0.17
H -3.0973 -2.5040 2.5455 -0.12 -0.17 -0.25
H -5.0073 -0.4774 3.3925 -0.07 0.02 0.14
H -4.7622 -0.2749 1.6696 -0.15 0.05 -0.11
H -7.5381 -2.4610 2.4248 -0.24 -0.09 -0.13
H -7.0721 -0.9059 3.0764 -0.05 0.28 -0.04
H -4.8496 2.2030 0.9247 0.14 -0.16 0.19
H -0.7385 0.8937 -1.1378 0.31 -0.31 -0.21
H 0.5323 1.0523 0.1392 0.22 -0.37 -0.06
H 0.7825 3.0678 -0.7902 0.19 -0.17 0.13
H -0.0993 4.3083 0.0426 -0.09 0.06 0.31
H -1.0477 4.9112 -1.9032 0.10 0.23 -0.14
H -0.2525 3.5694 -2.7324 0.18 0.25 -0.20
H -2.7756 3.6582 -2.9392 -0.11 -0.02 -0.15
H -2.8743 3.1929 -1.2499 -0.10 -0.17 0.17
H -2.1203 2.1129 -2.4381 -0.10 -0.26 0.15
H -3.0304 -3.4573 0.5735 -0.06 -0.03 0.23
H -4.5730 -3.0666 -0.2247 -0.17 0.05 0.14
H -3.2112 -3.7484 -1.1258 -0.10 -0.07 -0.21
H -0.5490 -1.2601 -1.7070 0.08 0.26 -0.02
H -1.2065 -2.8674 -1.7542 0.15 -0.11 0.16
H -2.2831 -0.6905 -3.5693 0.00 0.17 -0.22
H -1.0389 -1.8838 -4.0526 0.03 -0.01 -0.26
H -2.6744 -2.4026 -3.5842 -0.14 -0.10 -0.22
H -1.6439 0.4961 5.3324 -0.15 -0.05 0.28
H -1.5051 3.0212 3.9801 0.12 0.15 0.09
C 6.4335 -6.0359 0.5680 0.04 0.00 0.03
C 4.9803 -5.8931 0.9598 0.00 0.10 -0.09
O 4.4376 -4.8084 1.0072 0.10 0.05 0.17
N 4.2887 -7.0292 1.2660 0.16 -0.04 0.00
C 4.7638 -8.3968 1.2643 -0.33 0.17 0.06
H 6.8224 -5.0462 0.3506 -0.08 0.04 -0.05
H 7.0120 -6.4708 1.3856 0.01 -0.09 -0.06
H 6.5437 -6.6526 -0.3245 0.03 -0.05 0.04
H 3.3281 -6.8541 1.5160 -0.03 0.01 -0.02
H 4.1822 -8.9967 0.5608 0.09 -0.07 -0.01
H 4.6580 -8.8340 2.2599 0.08 -0.08 -0.02
H 5.8082 -8.4397 0.9753 0.03 0.02 -0.01
C -4.6563 3.7641 4.0752 -0.12 0.03 0.05
C -4.0465 5.0547 4.5583 0.05 -0.09 0.02
O -3.3244 5.1187 5.5396 -0.01 0.03 0.01
N -4.3329 6.1798 3.8420 -0.10 -0.08 -0.10
C -5.1558 6.2978 2.6528 0.20 0.24 0.21
H -4.3394 2.9552 4.7223 0.10 0.02 0.02
H -5.7467 3.8281 4.0963 0.01 0.00 -0.12
H -4.3168 3.5424 3.0631 -0.05 -0.08 -0.01
H -3.8995 7.0103 4.2104 0.02 0.03 0.01
H -4.5630 6.6903 1.8238 -0.07 -0.07 -0.09
H -5.9882 6.9805 2.8383 -0.06 -0.05 -0.08
H -5.5556 5.3328 2.3631 0.00 -0.03 -0.01
C 2.0341 7.7481 -2.1983 -0.01 -0.04 0.04
C 2.1376 6.5992 -1.2247 -0.04 -0.07 0.07
O 1.5628 5.5384 -1.4012 0.13 0.11 -0.17
N 2.8878 6.8006 -0.1080 -0.03 0.16 -0.14
C 3.6210 7.9951 0.2782 -0.08 -0.44 0.09
H 1.4021 7.4485 -3.0285 -0.02 -0.09 0.03
H 1.5805 8.6015 -1.6942 0.06 0.14 -0.13
H 3.0170 8.0235 -2.5844 -0.01 0.08 0.05
H 2.9171 6.0019 0.5065 0.02 -0.01 0.02
H 4.6775 7.7578 0.3914 -0.05 0.15 0.02
H 3.2431 8.3577 1.2376 0.07 0.14 -0.03
H 3.5012 8.7764 -0.4652 -0.06 0.00 -0.01
C 7.6071 -1.5982 0.2963 -0.05 -0.01 -0.09
C 8.3983 -2.4480 -0.6662 -0.10 -0.01 0.02
O 7.8809 -2.9872 -1.6322 0.10 -0.01 -0.11
N 9.7261 -2.6132 -0.4264 -0.05 0.10 0.14
C 10.5142 -2.0623 0.6593 0.08 -0.21 -0.27
H 6.5743 -1.5717 -0.0364 -0.01 -0.06 -0.03
H 7.6380 -2.0220 1.3005 0.02 0.07 0.03
H 7.9969 -0.5798 0.3220 0.02 -0.01 0.09
H 10.1879 -3.1963 -1.1054 0.02 -0.01 -0.01
H 11.3166 -1.4388 0.2607 0.00 0.06 0.09
H 10.9604 -2.8682 1.2448 0.00 0.06 0.09
H 9.8958 -1.4584 1.3134 -0.04 0.01 0.00
C 3.7117 -2.9245 -4.9652 -0.02 -0.01 0.03
C 4.6805 -3.2208 -3.8401 0.07 0.03 -0.02
O 4.3798 -3.9504 -2.9132 -0.04 -0.11 0.00
N 5.9115 -2.6427 -3.9017 -0.15 -0.08 -0.07
C 6.4344 -1.7705 -4.9297 0.09 -0.13 0.32
H 2.7861 -3.4560 -4.7687 0.01 -0.02 0.07
H 3.4975 -1.8564 -5.0201 0.02 0.00 -0.08
H 4.1157 -3.2599 -5.9220 -0.01 0.08 -0.03
H 6.5103 -2.8679 -3.1168 0.04 0.05 0.07
H 7.3281 -2.2118 -5.3782 -0.01 0.07 -0.09
H 6.7086 -0.8044 -4.4990 0.00 0.05 -0.11
H 5.6994 -1.6052 -5.7105 -0.02 0.01 -0.01
C -2.8626 -7.2856 -2.9267 0.07 0.08 0.00
C -1.7877 -6.8590 -1.9561 -0.07 0.06 0.02
O -1.3138 -5.7407 -1.9489 -0.04 0.03 -0.19
N -1.3630 -7.7952 -1.0551 -0.08 -0.10 -0.09
C -1.8097 -9.1653 -0.9186 0.22 0.23 0.18
H -3.1001 -6.4494 -3.5759 0.06 0.07 0.04
H -2.5222 -8.1204 -3.5392 -0.14 -0.07 0.02
H -3.7667 -7.5809 -2.3943 -0.02 -0.10 -0.07
H -0.6552 -7.4539 -0.4243 0.00 0.02 0.03
H -2.2292 -9.3276 0.0780 -0.05 -0.09 -0.04
H -0.9711 -9.8522 -1.0543 -0.08 -0.09 -0.03
H -2.5676 -9.3960 -1.6612 0.01 0.00 -0.04
C -2.3369 9.6089 -0.9079 0.02 0.03 -0.03
C -0.9775 9.6323 -0.2509 0.07 -0.11 0.00
O 0.0152 10.0418 -0.8342 -0.02 0.11 0.00
N -0.8892 9.1646 1.0195 -0.17 0.10 -0.05
C -1.9464 8.6274 1.8567 0.35 -0.04 0.05
H -2.2392 10.0055 -1.9130 0.07 0.01 -0.01
H -2.7167 8.5886 -0.9680 -0.06 0.01 0.04
H -3.0449 10.2252 -0.3523 -0.06 -0.07 0.01
H 0.0444 9.1995 1.3962 0.03 -0.07 0.02
H -2.0401 9.2222 2.7674 -0.09 -0.02 0.01
H -1.7137 7.5984 2.1356 -0.11 -0.02 0.01
H -2.8953 8.6400 1.3320 -0.01 0.01 -0.04
C 8.6660 8.1069 0.2515 -0.02 -0.02 0.00
C 7.5261 8.5313 1.1477 -0.03 -0.04 0.02
O 6.5983 7.7859 1.4088 0.15 -0.01 0.05
N 7.5664 9.7908 1.6605 0.14 -0.01 -0.09
C 8.5783 10.8104 1.4616 -0.31 -0.02 0.19
H 8.4854 7.0873 -0.0721 -0.06 -0.02 0.03
H 8.7262 8.7500 -0.6273 0.08 0.02 0.02
H 9.6140 8.1435 0.7895 0.04 0.05 -0.06
H 6.7777 10.0089 2.2479 -0.02 0.02 0.02
H 9.0169 11.0949 2.4198 0.09 0.03 -0.05
H 8.1321 11.6975 1.0088 0.10 0.03 -0.04
H 9.3668 10.4478 0.8121 0.01 -0.03 -0.02
C -7.5304 -9.4215 -3.8761 0.02 0.00 -0.02
C -6.1720 -9.5490 -3.2274 0.04 0.05 0.00
O -5.1424 -9.5524 -3.8796 0.03 -0.07 -0.02
N -6.1347 -9.6540 -1.8711 -0.16 -0.03 -0.07
C -7.2458 -9.6584 -0.9376 0.36 0.00 0.06
H -7.3912 -9.3445 -4.9492 0.07 0.00 -0.01
H -8.1444 -10.2970 -3.6615 -0.06 0.05 0.04
H -8.0438 -8.5268 -3.5228 -0.07 -0.04 0.03
H -5.2018 -9.7338 -1.5000 0.02 0.01 0.04
H -7.1499 -8.8263 -0.2387 -0.11 0.01 0.01
H -7.2528 -10.5899 -0.3687 -0.11 0.01 0.01
H -8.1892 -9.5640 -1.4630 -0.01 0.01 -0.03
```
Forces are in eV/Å.

## Properties
Net charge: -1
Maximum force in eV/Å: 3.84
Frontier orbital gap in eV: 5.33
E_tot in eV: -142510.2546

Here are the Löwdin charges for atoms 1 to 99, given in e: number 1, C, carries -0.117; number 2, C, carries -0.250; number 3, C, carries -0.203; number 4, C, carries -0.330; number 5, N, carries -0.193; number 6, Nb, carries 1.419; number 7, C, carries -0.331; number 8, C, carries -0.326; number 9, O, carries -0.122; number 10, C, carries -0.119; number 11, C, carries -0.366; number 12, F, carries 0.112; number 13, F, carries 0.081; number 14, C, carries -0.328; number 15, F, carries 0.124; number 16, F, carries 0.142; number 17, C, carries -0.341; number 18, F, carries 0.111; number 19, F, carries 0.112; number 20, C, carries -0.296; number 21, F, carries 0.072; number 22, F, carries 0.082; number 23, C, carries -0.368; number 24, O, carries -0.340; number 25, C, carries -0.271; number 26, C, carries -0.220; number 27, C, carries -0.107; number 28, P, carries 0.721; number 29, C, carries -0.364; number 30, C, carries -0.525; number 31, C, carries -0.191; number 32, P, carries 0.096; number 33, O, carries -0.329; number 34, O, carries -0.360; number 35, S, carries 0.155; number 36, H, carries 0.040; number 37, H, carries 0.064; number 38, H, carries 0.040; number 39, H, carries 0.097; number 40, H, carries 0.070; number 41, H, carries 0.092; number 42, H, carries 0.096; number 43, H, carries 0.070; number 44, H, carries 0.091; number 45, H, carries 0.042; number 46, H, carries -0.071; number 47, H, carries 0.009; number 48, H, carries 0.026; number 49, H, carries 0.105; number 50, H, carries 0.037; number 51, H, carries 0.136; number 52, H, carries 0.126; number 53, H, carries 0.116; number 54, H, carries 0.026; number 55, H, carries 0.032; number 56, H, carries 0.101; number 57, H, carries 0.097; number 58, H, carries 0.081; number 59, H, carries 0.094; number 60, H, carries 0.062; number 61, H, carries 0.063; number 62, H, carries 0.055; number 63, H, carries -0.003; number 64, H, carries -0.001; number 65, H, carries 0.006; number 66, H, carries 0.036; number 67, H, carries 0.040; number 68, H, carries 0.044; number 69, H, carries 0.056; number 70, H, carries 0.054; number 71, H, carries 0.035; number 72, H, carries 0.026; number 73, C, carries -0.002; number 74, C, carries -0.533; number 75, O, carries 0.053; number 76, N, carries 0.010; number 77, C, carries -0.088; number 78, H, carries 0.067; number 79, H, carries 0.080; number 80, H, carries 0.086; number 81, H, carries 0.138; number 82, H, carries 0.080; number 83, H, carries 0.078; number 84, H, carries 0.068; number 85, C, carries -0.022; number 86, C, carries -0.548; number 87, O, carries 0.028; number 88, N, carries 0.006; number 89, C, carries -0.071; number 90, H, carries 0.077; number 91, H, carries 0.086; number 92, H, carries 0.076; number 93, H, carries 0.127; number 94, H, carries 0.070; number 95, H, carries 0.081; number 96, H, carries 0.068; number 97, C, carries -0.007; number 98, C, carries -0.532; number 99, O, carries 0.041